[1]
The following is a DFT calculation (wB97M-V/def2-TZVPD) of a 10-piece molecular cluster, C23H68NO19 overall in a non-equilibrium geometry.

As for the spin multiplicity: 1. As for the net charge: +1. The energy above the lowest of the compared OMol25 structures with the same formula, charge and spin comes out at 50.7 kcal per mole.

```
111
Properties=species:S:1:pos:R:3:mulliken_charge:R:1
C 1.3057 1.6368 0.0404 -0.820
N 0.2633 0.6929 0.4693 0.930
C 0.9408 -0.6031 0.6243 0.365
C -0.3255 1.1996 1.8001 -1.339
C -0.8500 0.6829 -0.5955 -0.674
C -1.9782 -0.2584 -0.1812 -0.184
O -3.0553 -0.2099 -1.0718 -0.657
H 2.0743 1.6296 0.8506 -0.075
H 1.0820 2.6468 -0.2400 0.529
H 1.6630 1.0782 -0.9567 0.299
H 1.9371 -0.3909 1.1722 -0.625
H 1.2454 -1.1709 -0.3052 -0.114
H 0.2091 -1.3689 1.0414 0.489
H 0.5927 1.2130 2.5823 0.055
H -1.0754 0.6250 2.2462 0.788
H -0.8384 2.1905 1.6184 0.307
H -0.5633 0.6062 -1.6340 0.432
H -1.4236 1.6096 -0.4703 0.179
H -2.4360 -0.1108 0.7539 0.421
H -1.4209 -1.2222 -0.2919 -0.015
H -3.8193 -0.7200 -0.8778 0.166
C 3.8425 4.5764 0.3816 -0.382
C 3.8477 3.7546 1.6674 0.015
O 4.4622 4.4354 2.6380 -0.658
O 3.2103 3.7989 -0.6428 -0.454
H 5.0842 4.8154 0.2647 0.185
H 3.1245 5.5922 0.6083 0.274
H 4.4327 2.7941 1.5662 -0.029
H 2.8660 3.7022 2.0205 0.233
H 4.3080 3.9598 3.5442 0.521
H 2.9616 4.6214 -1.3678 0.373
C -5.2912 -2.0040 0.1374 -0.588
C -4.9096 -3.3777 -0.3245 -0.178
O -4.3114 -4.3434 0.5494 -0.547
O -5.5596 -1.1962 -1.0210 -0.430
H -4.7245 -1.4134 0.8778 0.294
H -6.2189 -2.0468 0.6416 0.482
H -4.5094 -3.2556 -1.2634 0.165
H -5.7364 -4.0656 -0.5273 0.353
H -3.7514 -3.7523 1.1826 0.336
H -6.3518 -0.7313 -0.8700 0.257
C -0.2152 -3.9693 -0.8295 0.548
C 0.3909 -5.1575 -1.6301 -0.865
O -0.5439 -5.5593 -2.6745 -0.524
O 0.6029 -3.6913 0.3680 -0.514
H -1.2302 -4.3057 -0.4767 0.066
H -0.3726 -3.1754 -1.2658 -0.054
H 0.4998 -6.1759 -1.1190 0.393
H 1.2917 -4.9282 -2.0131 0.462
H -1.2877 -5.9604 -2.2777 0.280
H 0.7759 -4.5587 0.8124 0.301
C 3.1626 2.1894 5.3733 -0.462
C 3.5157 0.9627 4.6491 0.146
O 2.3962 0.1379 4.6165 -0.641
O 4.0786 3.0665 5.0685 -0.534
H 3.0528 1.8816 6.4146 0.324
H 2.0432 2.8036 5.2246 0.102
H 4.3833 0.3759 5.1240 0.534
H 3.7428 1.2010 3.6518 -0.156
H 2.7879 -0.7202 4.6886 0.204
H 4.9173 2.7505 5.5397 0.342
C 0.7070 -0.7930 -5.3919 -0.259
C 0.7151 -1.4168 -3.9156 -0.340
O 1.8141 -0.8524 -3.1163 -0.515
O 0.0299 -1.6651 -6.2998 -0.546
H 1.7130 -0.5035 -5.8272 0.273
H 0.1184 0.1728 -5.1373 -0.016
H 0.9438 -2.3726 -3.9041 0.839
H -0.1579 -1.2946 -3.4940 -0.023
H 2.4444 -1.6080 -2.9983 0.289
H 0.4341 -2.5602 -6.5328 0.325
C -4.1038 -1.6292 -3.8824 0.186
C -3.6161 -2.3519 -5.1642 -0.291
O -4.5639 -3.4723 -5.2568 -0.555
O -3.2352 -0.4156 -3.8311 -0.488
H -3.9453 -2.2884 -3.0481 -0.313
H -5.1338 -1.1007 -3.9863 0.265
H -2.6112 -2.7247 -5.0881 0.224
H -4.0622 -1.7319 -6.0622 0.247
H -3.9580 -3.8843 -6.0458 0.360
H -3.0464 -0.1575 -3.0178 0.401
C -1.0697 1.3860 5.3795 -0.120
C -2.0923 0.4203 4.8419 -0.679
O -3.1969 1.1097 4.3160 -0.503
O -0.0168 0.6691 6.0552 -0.431
H -1.7331 2.0524 6.1731 0.255
H -0.8207 1.8327 4.4691 0.150
H -2.6767 -0.1487 5.6176 0.367
H -1.6176 -0.2875 4.3070 0.501
H -3.6819 1.4706 4.9104 0.291
H 0.6142 0.4703 5.5319 0.349
C 5.2199 -0.5211 1.3782 -0.598
C 4.5994 -1.5731 2.4101 -0.324
O 5.5111 -1.6323 3.5378 -0.531
O 4.3138 0.0339 0.5723 -0.210
H 6.0646 -1.0952 0.9235 0.316
H 5.5284 0.3167 2.0893 0.282
H 4.3568 -2.4477 1.9500 0.746
H 3.5285 -1.2135 2.6139 -0.222
H 4.7872 -2.2341 4.0553 0.418
H 4.7665 0.3613 -0.1722 0.215
C -1.4416 3.4068 -3.1517 -0.638
C -1.7686 4.6133 -4.0027 -0.440
O -3.0671 4.3849 -4.5273 -0.499
O -0.4177 3.7976 -2.2951 -0.396
H -1.2754 2.4811 -3.6688 0.448
H -2.3039 3.5272 -2.5913 0.481
H -0.9281 5.0767 -4.6149 0.272
H -2.1423 5.5081 -3.1894 0.248
H -3.2253 3.4953 -4.8198 0.303
H -0.5957 4.6020 -1.9808 0.259
```



[2]
The following is a DFT calculation (wB97M-V/def2-TZVPD) of a 10-piece molecular cluster, C23H69N9O10 overall in a non-equilibrium geometry.

As for the spin multiplicity: 1. As for the net charge: 0. The energy above the lowest of the compared OMol25 structures with the same formula, charge and spin comes out at 0.0 kcal per mole.

```
111
Properties=species:S:1:pos:R:3:mulliken_charge:R:1
C -0.6570 -4.6561 -17.0565 -0.939
C -1.6652 -4.0514 -18.0290 -0.196
O -2.9945 -4.1411 -17.4828 -0.519
H 0.3311 -4.5795 -17.5102 0.317
H -0.8451 -5.6886 -16.7621 0.294
H -0.6108 -3.9240 -16.2502 0.249
H -1.5932 -4.6203 -18.9560 0.190
H -1.6735 -2.9717 -18.1784 0.302
H -3.3838 -3.2646 -17.5236 0.301
C -7.5180 -7.0068 -21.9269 -0.976
C -8.4987 -7.5714 -22.9411 -0.226
O -8.5736 -6.8589 -24.1589 -0.524
H -6.5074 -7.1355 -22.3144 0.259
H -7.6450 -7.4708 -20.9488 0.318
H -7.6283 -5.9295 -21.8030 0.293
H -9.5221 -7.6239 -22.5697 0.281
H -8.2933 -8.6126 -23.1895 0.265
H -9.3724 -7.1916 -24.5748 0.310
C -12.7715 -3.0434 -9.0082 -0.928
C -11.3659 -3.4836 -8.6252 -0.280
O -10.7481 -4.0708 -9.7914 -0.504
H -12.6293 -2.2899 -9.7829 0.246
H -13.2521 -2.5563 -8.1598 0.310
H -13.4594 -3.8150 -9.3541 0.321
H -11.5332 -4.1962 -7.8174 0.230
H -10.6778 -2.7461 -8.2121 0.314
H -11.2049 -4.9092 -9.8924 0.291
C -10.5019 -16.5480 -13.5794 -0.882
C -11.6858 -15.9195 -14.1707 -0.225
O -11.2787 -14.6574 -14.7538 -0.533
H -10.8224 -17.0456 -12.6641 0.287
H -9.5847 -15.9933 -13.3820 0.310
H -10.0762 -17.2950 -14.2494 0.260
H -12.4967 -15.7039 -13.4749 0.267
H -12.0047 -16.6443 -14.9197 0.227
H -11.2259 -13.9832 -14.0724 0.288
C -5.6366 -0.6679 -8.1248 0.597
O -6.4776 0.1194 -8.0050 -0.588
N -5.6783 -1.7784 -8.8353 -0.368
N -4.4560 -0.4404 -7.6413 -0.388
H -4.8841 -2.3994 -8.8963 0.167
H -6.5661 -2.1774 -9.1051 0.217
H -4.3623 0.3770 -7.0555 0.209
H -3.5975 -0.9607 -7.7529 0.153
C -6.6871 -8.3183 -14.9200 0.731
O -7.2492 -9.1204 -14.2074 -0.640
N -6.8167 -6.9794 -14.8966 -0.416
N -5.5931 -8.5694 -15.6348 -0.371
H -7.3310 -6.6505 -14.0920 0.222
H -6.2182 -6.4569 -15.5203 0.163
H -5.4041 -9.5451 -15.8147 0.191
H -5.0642 -7.7878 -15.9947 0.121
C -7.2103 -12.8344 -9.1354 0.655
O -6.9923 -13.2466 -8.0172 -0.664
N -8.3953 -12.8434 -9.7252 -0.377
N -6.3280 -12.2959 -9.8696 -0.351
H -8.3559 -12.3962 -10.6299 0.159
H -9.2393 -12.9131 -9.1748 0.228
H -6.5893 -11.8350 -10.7295 0.155
H -5.3874 -12.3466 -9.5054 0.197
C -3.0981 -11.6088 -21.1406 -1.372
C -2.1683 -12.6191 -20.5016 0.474
C -2.7969 -13.7328 -19.6289 -0.767
O -3.4986 -13.0070 -18.5747 -0.267
C -4.3080 -13.8839 -17.8819 -0.746
N -1.4466 -13.2499 -21.5831 -0.755
H -2.5204 -10.8623 -21.6857 0.396
H -3.7897 -11.2904 -20.3606 0.324
H -3.7361 -12.1201 -21.8614 0.306
H -1.4438 -12.0641 -19.9057 0.243
H -2.1266 -14.5174 -19.2781 0.447
H -3.4984 -14.2507 -20.2829 0.321
H -4.7061 -13.2912 -17.0583 0.210
H -3.8345 -14.7906 -17.5052 0.293
H -5.1816 -14.1814 -18.4619 0.327
H -2.0770 -13.7140 -22.2213 0.281
H -1.0853 -12.4781 -22.1252 0.284
C -1.3739 -8.2535 -7.3882 -1.389
C -2.0141 -7.4989 -8.5315 0.490
C -1.4677 -7.9458 -9.9287 -0.962
O -1.4657 -9.3460 -10.0534 -0.355
C -1.2787 -9.8698 -11.3835 -0.755
N -3.4735 -7.6443 -8.4494 -0.698
H -0.2883 -8.1805 -7.3235 0.354
H -1.5648 -9.3168 -7.5328 0.338
H -1.7618 -7.9021 -6.4320 0.356
H -1.8103 -6.4286 -8.4995 0.216
H -0.6166 -7.3812 -10.3095 0.509
H -2.1217 -7.4605 -10.6531 0.517
H -1.3082 -9.0982 -12.1529 0.324
H -1.9408 -10.6865 -11.6711 0.234
H -0.2753 -10.2909 -11.4461 0.270
H -3.6248 -8.3500 -9.1559 0.277
H -3.8380 -8.0970 -7.6234 0.274
C -12.6859 4.5685 -15.9590 -1.368
C -13.0783 4.0813 -14.5849 0.492
C -12.9904 2.5859 -14.3750 -0.720
O -11.6145 2.1084 -14.5271 -0.352
C -11.4490 0.6792 -14.5996 -0.743
N -12.2912 4.7697 -13.5692 -0.725
H -11.6928 4.2232 -16.2464 0.292
H -12.7193 5.6552 -16.0370 0.394
H -13.3623 4.1724 -16.7165 0.330
H -14.0945 4.3962 -14.3479 0.279
H -13.6366 2.0010 -15.0295 0.434
H -13.3332 2.4000 -13.3572 0.338
H -12.3481 0.1286 -14.3230 0.337
H -10.5165 0.4780 -14.0722 0.236
H -11.2803 0.3583 -15.6275 0.266
H -11.3156 4.6123 -13.7774 0.264
H -12.3722 5.7723 -13.6604 0.247
```



Record-wise frontier orbital gap values, in eV: 9.45 9.20